(1)
{
  "formula": "C9H7BrN4OW",
  "method": "ωB97M-V with the def2-TZVPD basis set",
  "total_charge": 2,
  "multiplicity": 3,
  "homo_lumo_gap_ev": [6.72, 7.79],
  "symbols": ["W", "C", "C", "C", "C", "C", "Br", "N", "C", "H", "H", "H", "H", "H", "H", "O", "N", "C", "C", "N", "C", "N", "H"],
  "xyz": [[0.0000, 0.0000, 0.0000], [-0.9018, 0.0000, 5.5326], [0.0322, 0.0000, 4.3561], [1.5144, 0.0000, 4.5616], [2.3403, 0.0000, 3.5010], [1.6964, 0.0000, 2.1479], [2.5884, 0.0000, 0.1495], [0.1495, 0.0000, 2.0727], [-0.4746, 0.0000, 3.1036], [-0.3332, 0.0000, 6.4867], [-1.5438, -0.9057, 5.5049], [-1.5438, 0.9057, 5.5050], [1.9270, 0.0000, 5.5671], [3.4184, 0.0000, 3.6274], [-1.5219, 0.0000, 2.9007], [-1.9733, 0.0000, 0.0000], [-2.6490, 0.8838, 0.7980], [-3.8206, 0.5100, 1.2188], [-4.4927, 1.4734, 2.0551], [-5.0856, 2.2114, 2.7363], [-4.4376, -0.7584, 0.8991], [-5.0376, -1.7423, 0.7143], [0.0000, 1.7460, 0.0000]],
  "forces_ev_per_angstrom": [[-3.904, 1.408, 0.834], [0.135, 0.001, 0.436], [3.628, 0.013, 3.519], [-4.899, 0.002, 0.569], [0.107, -0.032, -5.645], [-2.023, 0.020, 2.397], [-1.074, -0.042, 2.790], [11.490, -0.060, -8.813], [-5.151, -0.039, 4.766], [-0.464, -0.001, -0.635], [0.263, 0.558, 0.043], [0.261, -0.554, 0.038], [-0.177, 0.007, -0.092], [-0.069, 0.004, -0.356], [-0.983, 0.029, 0.633], [2.484, -0.409, -0.405], [-0.617, 0.428, 0.928], [0.897, -0.142, -0.840], [-1.246, 0.982, 1.044], [1.222, -1.381, -1.251], [-1.297, -1.347, -0.055], [1.342, 1.805, 0.278], [0.075, -1.251, -0.186]]
}

=====

(2)
{
  "formula": "C3H3Br2N",
  "method": "ωB97M-V with the def2-TZVPD basis set",
  "homo_lumo_gap_ev": [6.99, 6.99],
  "relative_energy_ev": 6.636,
  "symbols": ["C", "C", "C", "N", "Br", "Br", "H", "H", "H"],
  "xyz": [[-1.1331, 1.4800, 1.1918], [1.1819, -1.1232, 0.8815], [-1.5103, -0.0102, -0.6373], [-1.1928, 0.9587, 0.1249], [1.8096, -2.3428, -0.2889], [-2.0336, -1.6308, 0.2311], [-0.1251, 1.9516, 1.3961], [1.5798, -1.3302, 1.8204], [-1.7408, 0.1014, -1.6193]],
  "forces_ev_per_angstrom": [[1.456, 3.497, 2.536], [-1.287, 1.487, -1.685], [0.388, -0.086, 2.930], [-0.954, -2.874, -2.959], [0.341, -0.535, -0.194], [0.399, 0.165, -0.438], [-0.750, -0.954, 0.424], [1.079, -0.940, 1.940], [-0.673, 0.239, -2.554]]
}

=====

(3)
{
  "formula": "C18H33BF6N4O15PbS2",
  "method": "ωB97M-V with the def2-TZVPD basis set",
  "homo_lumo_gap_ev": 9.17,
  "relative_energy_ev": 0.000,
  "symbols": ["Pb", "O", "C", "O", "B", "O", "C", "O", "O", "C", "O", "C", "O", "O", "C", "F", "F", "F", "S", "O", "O", "N", "S", "O", "O", "C", "F", "F", "F", "C", "C", "C", "O", "C", "N", "H", "H", "H", "H", "H", "H", "H", "H", "H", "H", "H", "C", "C", "C", "O", "C", "N", "H", "H", "H", "H", "H", "H", "H", "H", "H", "H", "H", "C", "C", "C", "O", "C", "N", "H", "H", "H", "H", "H", "H", "H", "H", "H", "H", "H"],
  "xyz": [[1.0939, -0.0770, -0.0153], [-4.0873, 0.7416, 2.9727], [-4.5552, 1.0174, 1.8530], [-5.7784, 1.0467, 1.4759], [-5.9019, 1.3758, 0.0467], [-4.5076, 1.8946, -0.2811], [-3.6835, 1.5576, 0.7014], [-2.4563, 1.6405, 0.7765], [-6.9635, 2.3529, -0.1577], [-7.9199, 1.9462, -0.9458], [-8.9762, 2.4917, -1.1192], [-7.4505, 0.4305, -1.3275], [-6.2234, 0.1867, -0.7760], [-8.1179, -0.3554, -1.9912], [3.9264, 0.0402, 3.3200], [3.4164, -1.0611, 3.9245], [3.2139, 1.0976, 3.6749], [5.1574, 0.1345, 3.9121], [4.1994, -0.1462, 1.4360], [3.6582, 1.0834, 0.9111], [5.5917, -0.4350, 1.2118], [2.9667, -1.2662, 1.0022], [3.6620, -2.7328, 1.1867], [4.0208, -3.3927, -0.0651], [4.6080, -2.7892, 2.2444], [2.1367, -3.7771, 1.7990], [1.8238, -3.4606, 2.9806], [1.1287, -3.6132, 1.0165], [2.4184, -5.0617, 1.9138], [-0.0587, -0.2489, 4.4863], [0.2553, -0.5024, 2.9761], [-0.9483, -1.2380, 2.3322], [-0.7946, -1.3149, 0.9091], [-1.8949, -1.9867, 0.3138], [0.3887, 0.7982, 2.2292], [-1.0211, 0.2598, 4.5425], [0.6867, 0.2766, 5.0832], [-0.1782, -1.2184, 4.9699], [1.1490, -1.1254, 2.9395], [-1.8559, -0.7161, 2.6353], [-1.0629, -2.2556, 2.7057], [-2.8047, -1.5287, 0.7019], [-2.0499, -3.0568, 0.4519], [-1.8321, -1.8378, -0.7642], [0.8614, 1.5350, 2.7329], [-0.5176, 1.2353, 2.3169], [2.5147, -3.2569, -3.4279], [2.2289, -2.0575, -2.4352], [2.6820, -0.6588, -2.9474], [2.5187, 0.3937, -1.9752], [3.0630, 1.5344, -2.5780], [0.8275, -2.0529, -2.1888], [3.5598, -3.2648, -3.7376], [1.8605, -3.3110, -4.2980], [2.2441, -4.1928, -2.9391], [2.7150, -2.3071, -1.4921], [2.1219, -0.4337, -3.8550], [3.7443, -0.6454, -3.1911], [2.3526, 2.3558, -2.4846], [3.4598, 1.5089, -3.5929], [3.8925, 1.8406, -1.9406], [0.5169, -2.9959, -2.0033], [0.4259, -1.8988, -3.1026], [-1.7996, 2.3275, -2.9387], [-0.5441, 1.8239, -2.2551], [-0.0176, 2.9127, -1.2739], [1.1003, 2.4806, -0.5592], [1.6011, 3.4506, 0.2743], [-0.9220, 0.5183, -1.5932], [-2.6385, 2.4950, -2.2632], [-2.1605, 1.6286, -3.6933], [-1.6704, 3.2374, -3.5247], [0.1695, 1.6250, -3.0547], [-0.8298, 3.1682, -0.5933], [0.0238, 3.8436, -1.8393], [2.4822, 3.0567, 0.7809], [0.7846, 3.9083, 0.8329], [2.0246, 4.2587, -0.3222], [-1.5219, 0.7539, -0.8156], [-1.5326, 0.0086, -2.2157]],
  "forces_ev_per_angstrom": [[-0.605, 0.355, -0.904], [-1.191, 0.317, -2.725], [2.258, -0.007, 3.078], [-1.081, -0.536, 0.170], [-0.026, 0.021, -0.431], [0.955, -0.358, 0.352], [0.479, -0.001, 0.064], [-1.638, 0.086, -0.750], [1.474, 0.901, 0.656], [-0.873, -1.779, 0.353], [1.123, -0.625, -0.490], [-1.582, -1.131, -1.718], [-1.420, 1.195, -0.171], [1.884, 1.781, 1.670], [2.174, -1.621, 2.048], [-0.645, 0.848, -0.961], [-0.142, -0.102, -0.589], [-0.839, 0.630, -1.006], [-1.094, 0.151, -0.210], [-0.078, 0.211, -0.017], [-1.681, -0.041, 0.170], [3.973, -0.220, 1.347], [-1.092, -3.094, -1.369], [-0.666, 1.091, 0.994], [0.324, 0.119, 0.669], [3.092, -0.360, -0.901], [-1.148, 2.266, 3.692], [-1.905, 0.387, -1.886], [0.835, -1.125, -1.266], [-0.431, -0.795, -0.753], [-0.603, 0.650, 1.096], [0.642, -0.030, 0.663], [-0.514, -0.805, 0.763], [-0.929, 0.613, -0.675], [-0.463, -0.125, 0.790], [0.002, 0.170, 0.190], [0.187, 0.179, -0.529], [-0.096, -0.089, 0.070], [0.121, 0.360, -0.466], [-0.282, 0.318, -0.460], [0.330, -0.112, 0.232], [-0.201, 0.171, -0.203], [0.916, -0.212, 0.607], [0.040, 0.165, 0.096], [1.285, -0.403, 0.410], [-1.079, -0.219, -0.769], [0.427, 0.831, 0.533], [1.343, -0.874, -0.916], [0.079, -1.574, 0.535], [0.012, -1.340, -2.139], [0.723, 2.533, 1.360], [-1.544, 0.481, 0.153], [-0.048, -0.285, -0.054], [0.023, 0.794, -0.280], [0.476, 0.019, 0.472], [0.388, 0.186, -0.196], [-0.186, 0.226, -0.136], [0.038, -0.481, -0.161], [-0.079, -0.087, -0.355], [-0.424, -0.765, -0.068], [0.295, 0.093, -0.042], [0.055, -0.295, 0.498], [-0.654, 0.474, -0.179], [-0.592, 0.658, -0.717], [-0.956, -0.133, 0.210], [-2.121, -1.027, -0.799], [-0.282, -0.966, -1.049], [1.070, 1.506, 0.055], [0.866, 1.211, 0.061], [0.133, -0.016, 0.279], [0.119, -0.373, 0.104], [0.289, 0.277, 0.187], [0.400, -0.144, 0.282], [-0.234, -0.379, 0.500], [1.221, 0.121, -0.274], [-0.592, -0.135, 0.643], [0.223, -0.185, 0.768], [-0.035, 0.347, -0.298], [-0.383, 0.317, 0.409], [0.162, -0.208, -0.315]]
}

=====

(4)
{
  "formula": "C16H21BF4N4O3PdS",
  "method": "ωB97M-V with the def2-TZVPD basis set",
  "total_charge": -2,
  "homo_lumo_gap_ev": 6.35,
  "relative_energy_ev": 0.000,
  "symbols": ["Pd", "C", "N", "C", "C", "C", "N", "C", "O", "N", "H", "H", "H", "H", "H", "H", "H", "F", "B", "F", "F", "F", "O", "C", "O", "C", "C", "C", "C", "S", "C", "C", "H", "H", "H", "H", "H", "C", "C", "C", "C", "N", "H", "H", "H", "H", "H", "H", "H", "H", "H"],
  "xyz": [[-0.5135, 0.1160, -0.0696], [-4.1669, -2.1729, -2.5817], [-2.7673, -2.3909, -2.2722], [-1.9834, -3.1363, -3.1103], [-0.6672, -3.2613, -2.9212], [-0.0326, -2.5768, -1.7877], [-0.8401, -1.7624, -1.0368], [-2.1714, -1.6495, -1.2396], [-2.8652, -0.9083, -0.5390], [1.2114, -2.7280, -1.4662], [-4.7060, -3.1238, -2.6046], [-4.2779, -1.6658, -3.5424], [-4.5792, -1.5355, -1.8062], [-2.5058, -3.6204, -3.9267], [-0.0638, -3.8715, -3.5785], [1.6858, -3.3089, -2.1520], [1.6139, -0.8381, -0.5146], [-1.4859, 3.7046, -3.5776], [-2.3658, 2.6344, -3.3062], [-2.5325, 1.8589, -4.4824], [-3.6202, 3.1451, -2.9105], [-1.8302, 1.8216, -2.2862], [0.8603, 0.2537, 7.8916], [1.2613, -0.3919, 6.7514], [1.9325, -1.3855, 6.8773], [0.8202, 0.1900, 5.4711], [0.1537, 1.4164, 5.3583], [-0.2393, 1.9069, 4.1336], [0.0041, 1.1954, 2.9391], [-0.5129, 1.8902, 1.4425], [0.6933, -0.0293, 3.0575], [1.0862, -0.5095, 4.2875], [0.2883, 0.9872, 7.6414], [-0.0663, 2.0345, 6.2264], [-0.7548, 2.8574, 4.0715], [0.9246, -0.5742, 2.1527], [1.6160, -1.4511, 4.3565], [1.8523, 2.4514, -0.8811], [2.0316, 0.9722, -1.2031], [3.5314, 0.6409, -1.2073], [1.4574, 0.6928, -2.6008], [1.4598, 0.1108, -0.1563], [2.4324, 3.0526, -1.5890], [2.1852, 2.6647, 0.1361], [0.8074, 2.7494, -0.9693], [4.0468, 1.1957, -1.9984], [3.6784, -0.4287, -1.3806], [3.9761, 0.8975, -0.2436], [1.8863, 1.3753, -3.3428], [0.3758, 0.8414, -2.6092], [1.6757, -0.3362, -2.9006]],
  "forces_ev_per_angstrom": [[0.042, -0.302, 0.471], [0.010, 0.013, -0.033], [-0.101, 0.075, 0.061], [-0.022, 0.026, 0.045], [0.101, -0.007, 0.097], [0.117, -0.264, -0.111], [-0.055, 0.389, -0.221], [0.177, -0.139, -0.125], [0.180, 0.131, 0.102], [-0.002, 0.206, 0.015], [0.003, -0.002, -0.001], [0.006, 0.009, 0.003], [-0.001, 0.000, 0.008], [-0.009, 0.013, -0.007], [-0.021, 0.016, -0.025], [-0.131, -0.081, -0.018], [-0.083, 0.001, 0.197], [-0.027, -0.033, 0.002], [0.005, -0.043, -0.051], [-0.004, 0.011, 0.026], [0.024, -0.008, -0.011], [-0.041, 0.067, -0.090], [-0.003, 0.018, 0.028], [-0.056, 0.009, -0.063], [0.039, -0.024, 0.006], [0.043, -0.009, 0.060], [-0.025, 0.021, -0.004], [0.011, -0.014, -0.021], [0.095, 0.029, 0.044], [-0.194, -0.088, -0.150], [-0.024, -0.030, 0.017], [-0.019, 0.018, -0.030], [-0.005, 0.002, -0.004], [0.013, -0.005, 0.005], [0.002, 0.002, -0.004], [0.013, 0.016, 0.000], [-0.003, 0.000, 0.009], [-0.014, 0.030, -0.015], [-0.034, 0.001, -0.040], [0.022, 0.014, -0.033], [-0.007, 0.011, -0.017], [-0.026, -0.066, -0.168], [0.009, 0.009, 0.022], [-0.002, -0.010, 0.004], [-0.001, -0.018, -0.009], [-0.003, -0.003, 0.011], [0.007, 0.008, -0.007], [-0.006, -0.005, 0.003], [0.022, -0.031, 0.005], [0.002, 0.029, 0.001], [-0.024, 0.005, 0.013]]
}

=====

(5)
{
  "formula": "C6H13NO",
  "method": "ωB97M-V with the def2-TZVPD basis set",
  "homo_lumo_gap_ev": 9.37,
  "relative_energy_ev": 2.885,
  "smiles": "C=C/C=C/CNC.O",
  "symbols": ["C", "N", "C", "C", "C", "C", "C", "H", "H", "H", "H", "H", "H", "H", "H", "H", "H", "H", "H", "H", "O"],
  "xyz": [[1.1012, -0.9286, -2.2609], [0.2600, 0.1954, -2.7051], [-0.0631, 1.1481, -1.6591], [-1.1090, 1.2832, 3.0041], [-0.3488, 0.5555, 2.1986], [-0.0988, 0.9938, 0.8062], [-0.5652, 0.5408, -0.3379], [0.6318, -1.8799, -2.5345], [1.2951, -0.8790, -1.1969], [2.0231, -0.9652, -2.8456], [-0.5615, -0.0920, -3.2033], [-0.8598, 1.8223, -1.9917], [0.8204, 1.7652, -1.4672], [-1.7539, 2.0993, 2.7135], [-1.2354, 1.0407, 4.0559], [0.3132, -0.2183, 2.5690], [0.6123, 1.8254, 0.8372], [-1.3308, -0.2229, -0.4033], [0.5477, -2.7199, 2.1403], [1.2026, -2.3873, 0.8177], [0.3945, -2.6841, 1.2017]],
  "forces_ev_per_angstrom": [[-0.440, -0.145, -1.394], [0.277, 0.062, 0.344], [-0.603, -0.099, 0.525], [-0.521, -0.639, 0.966], [-0.181, 0.864, -0.252], [0.469, 0.124, 0.830], [0.476, 0.563, -0.905], [-0.176, 0.016, 0.489], [0.106, -0.109, 0.145], [0.300, 0.337, 0.343], [-0.148, -0.264, 0.019], [0.196, -0.051, -0.372], [-0.104, -0.004, 0.169], [0.184, 0.118, -0.546], [0.271, -0.150, -0.036], [-0.262, -0.177, 0.168], [0.083, -0.202, -0.580], [0.080, -0.204, 0.105], [0.103, -0.046, 0.503], [0.907, 0.336, -0.416], [-1.017, -0.330, -0.105]]
}

=====

(6)
{
  "formula": "C11H12O2P",
  "method": "ωB97M-V with the def2-TZVPD basis set",
  "total_charge": -1,
  "homo_lumo_gap_ev": 5.96,
  "relative_energy_ev": 3.474,
  "symbols": ["C", "C", "C", "C", "C", "C", "C", "C", "C", "C", "C", "O", "O", "P", "H", "H", "H", "H", "H", "H", "H", "H", "H", "H", "H", "H"],
  "xyz": [[-1.9348, 0.5420, -1.2877], [-1.8206, -0.4254, -2.0085], [1.8587, 0.4410, 1.0660], [1.6221, 0.7273, -0.2573], [2.1364, -0.8397, 1.4315], [1.4897, -0.3026, -1.2063], [2.0600, -1.8396, 0.5835], [1.6980, -1.6282, -0.7048], [-2.6646, 2.4989, 0.2432], [-1.6836, 0.2871, 1.1669], [-1.6438, 1.3464, -0.0165], [1.7599, -4.2687, -1.1891], [1.2270, -2.8736, -3.2948], [1.3239, -2.9848, -1.8227], [1.6810, 1.2397, 1.8198], [1.3737, 1.8278, -0.5204], [2.3948, -1.1031, 2.4246], [1.2067, -0.1103, -2.2057], [2.3567, -2.8584, 0.9012], [-2.3222, 3.4402, -0.3739], [-2.7623, 2.7201, 1.3592], [-3.6913, 2.3390, -0.0454], [-2.6988, 0.1815, 1.4814], [-1.0664, 0.6539, 1.9466], [-1.3309, -0.5817, 0.5990], [-0.5693, 1.5712, -0.0897]],
  "forces_ev_per_angstrom": [[0.427, 2.624, 2.760], [0.196, -1.953, -1.762], [-0.662, 1.741, 0.480], [-0.886, 1.915, -1.435], [0.449, 1.408, 2.598], [0.573, -0.743, 2.373], [0.789, -4.119, -0.883], [-1.531, 1.838, -3.459], [1.846, 1.982, 0.204], [0.009, 0.781, -2.638], [-1.597, -1.780, -0.643], [-1.196, 1.317, -0.058], [-0.516, 0.897, 1.499], [2.536, -2.285, -0.809], [0.613, -0.638, -0.575], [0.596, -2.122, 0.161], [0.153, 0.159, 1.014], [-0.376, 0.043, -0.831], [-0.564, 0.636, -0.258], [-0.689, -1.458, 1.442], [0.585, 0.143, -1.280], [-0.128, -0.760, -0.512], [-0.671, -0.384, 0.328], [0.686, -0.020, 1.065], [0.059, -0.256, 1.087], [-0.703, 1.036, 0.129]]
}

=====

| no. | energy (eV) |
| --- | --- |
| 1 | -89295.2363 |
| 2 | -144727.3654 |
| 3 | -99775.7997 |
| 4 | -54906.9830 |
| 5 | -9968.2898 |
| 6 | -24983.0119 |